{"formula": "C7H15ClI2O2PZr", "method": "ωB97M-V/def2-TZVPD", "total_charge": 3, "relative_energy_kcal_mol": 19.25, "e_tot_ha": -1869.0551, "homo_lumo_gap_ev": [3.89, 3.88], "e_homo_ev": [-19.676, -19.675], "spin_multiplicity": 1, "species": ["I", "I", "Zr", "P", "C", "C", "H", "H", "H", "C", "H", "H", "H", "H", "H", "H", "C", "O", "Cl", "C", "C", "C", "O", "H", "H", "H", "H", "H", "H"], "xyz": [[1.873, -2.964, -1.909], [-2.658, -2.462, -0.288], [-0.167, -1.415, -0.481], [-0.553, 1.969, -1.583], [-0.769, 2.411, -3.286], [-2.015, 2.920, -0.881], [1.172, 3.135, -0.147], [0.569, 4.116, -1.593], [1.729, 2.741, -1.798], [0.886, 3.127, -1.210], [-2.022, 2.914, 0.221], [-1.928, 3.927, -1.338], [-0.958, 3.466, -3.379], [-1.600, 1.820, -3.623], [-2.901, 2.383, -1.256], [0.113, 2.161, -3.842], [0.156, -0.373, -2.700], [0.478, -0.056, -3.782], [-0.190, 0.589, 0.919], [1.449, -1.763, 3.379], [0.694, -2.565, 2.390], [0.201, -3.932, 2.641], [0.328, -2.093, 1.322], [1.459, -2.517, 4.175], [0.953, -0.828, 3.725], [2.510, -1.637, 3.073], [-0.874, -3.961, 2.850], [0.630, -4.680, 1.955], [0.686, -4.139, 3.570]], "forces_ev_per_angstrom": [[-1.29, 1.20, 0.51], [1.16, 0.70, -0.54], [-0.62, -1.82, 0.86], [0.11, 5.80, 1.92], [0.11, -2.30, -1.00], [-0.29, -1.95, 0.50], [-0.26, 0.15, -0.42], [-0.17, -0.49, 0.12], [0.01, 0.40, 0.12], [0.62, -1.89, 0.51], [0.07, 0.17, -0.52], [0.16, -0.54, 0.18], [-0.28, 0.67, 0.50], [-0.57, 0.04, -0.85], [-0.01, 0.52, 0.21], [0.31, 0.03, -0.50], [2.21, 1.20, -5.37], [-1.65, -1.80, 5.09], [-0.20, 0.83, -1.64], [0.13, -1.42, 0.74], [-0.60, -0.52, 1.09], [1.54, -0.18, 1.31], [0.08, 1.13, -2.90], [0.46, 1.00, 0.63], [0.38, -0.54, -0.54], [-0.61, 0.26, -0.03], [0.02, -0.05, -0.58], [-0.73, 0.35, -0.28], [-0.07, -0.94, 0.87]]}